1.
Formula: C4H12
Source: the Open Molecules 2025 dataset
Level of theory: the ωB97M-V functional and the def2-TZVPD basis

LUMO: 1.2 eV
F_max: 0.033 Eh/bohr
HOMO: -0.4207 hartree
SMILES: CC.CC
Energy relative to the best compared isomer or geometry (same formula, charge and spin): 11.5 kcal/mol
Gap between HOMO and LUMO: 12.62 eV

```
16
Properties=species:S:1:pos:R:3:forces:R:3:mulliken_charge:R:1
C 0.560734 2.204050 -0.486936 -0.01 1.66 0.25 -0.9696
C 0.654768 0.941867 -1.322212 1.34 -0.48 0.09 -0.7640
H -0.457378 2.570099 -0.334965 -0.06 -0.39 0.23 0.2815
H 1.051565 3.120276 -0.846416 0.08 -0.46 -0.82 0.3552
H 1.080112 2.147005 0.474891 -0.52 -0.59 0.14 0.2724
H 1.076825 1.025022 -2.326297 -0.29 0.57 -0.05 0.3970
H -0.261903 0.369756 -1.410765 -0.14 0.06 0.20 0.2038
H 1.414458 0.327522 -0.823220 -0.38 -0.37 -0.09 0.2211
C -0.777502 -0.953774 1.224014 -0.37 0.62 0.71 -0.8456
C -0.501753 -2.278951 0.513827 1.00 0.85 0.08 -0.7911
H -1.302694 -0.219161 0.611046 0.16 -0.15 -0.36 0.2196
H 0.071690 -0.423368 1.663724 0.27 -0.27 -0.38 0.2595
H -1.460923 -1.059243 2.070163 0.04 -0.43 0.07 0.3678
H -1.419887 -2.851668 0.544971 0.16 -0.44 -0.48 0.2780
H -0.079971 -2.098662 -0.479411 -0.82 0.01 -0.31 0.2522
H 0.351859 -2.820770 0.927584 -0.45 -0.20 0.71 0.2620
```
Positions in Å, forces in eV/Å.

2.
Formula: C20H18BF2InN2O14Rb
Source: the Open Molecules 2025 dataset
Level of theory: the ωB97M-V functional and the def2-TZVPD basis

LUMO: -9.2 eV
F_max: 0.056 Eh/bohr
HOMO: -0.4310 hartree
Gap between HOMO and LUMO: 2.58 eV
Total charge: +1

```
59
Properties=species:S:1:pos:R:3:forces:R:3:mulliken_charge:R:1
Rb -2.802012 2.928566 2.832354 -0.22 0.56 0.17 0.8495
In 1.833699 1.601456 2.717162 -0.82 -0.15 -0.85 0.9776
N 0.620323 4.267947 0.859052 0.53 0.34 -0.75 0.8510
O 0.374068 5.437856 0.641996 0.10 -0.83 0.25 -0.5053
O -0.109785 3.575106 1.613290 -0.71 -0.07 0.54 -0.3044
O 1.593579 3.674097 0.356917 -0.16 0.13 0.43 -0.3926
N -0.455145 3.628822 5.671605 -0.49 0.98 1.48 0.9389
O -1.640702 3.303131 5.797685 -0.18 -0.24 -0.56 -0.5280
O 0.164731 3.202408 4.678274 0.30 -0.59 -1.12 -0.4017
O 0.072547 4.368602 6.482216 0.28 -0.45 -0.51 -0.4765
B -0.909213 0.671680 2.102141 1.59 -0.90 0.00 1.0245
H -0.413268 0.900881 1.069722 0.56 -0.30 -1.87 -0.1185
H -0.309263 -0.184970 2.607181 0.83 -0.92 0.38 -0.1487
H -0.784775 1.541070 2.833819 0.16 1.57 2.39 -0.5799
H -2.027644 0.447176 1.963289 -1.79 0.35 -0.56 -0.3212
C 2.022115 -4.510635 0.558771 -0.23 -0.50 -0.14 -0.4656
C 2.766367 -3.744630 -0.493879 0.93 1.01 0.95 0.2286
O 3.266536 -2.638132 0.273307 -0.39 -0.35 -0.62 -0.2996
C 2.347294 -2.417365 1.246525 0.64 0.85 0.55 0.4738
O 2.206685 -1.362109 1.787817 0.03 -0.07 0.33 -0.4621
O 1.697590 -3.535793 1.549429 -0.45 0.04 -0.28 -0.3034
F 1.954421 -3.204800 -1.432933 -0.14 -0.33 -0.40 -0.2242
H 2.701022 -5.243846 0.993617 -0.34 -0.22 0.03 0.3473
H 1.102638 -4.920151 0.142695 0.10 -0.26 0.26 0.2955
H 3.614842 -4.276444 -0.911770 -0.10 0.12 -0.43 0.3176
C -5.758322 -1.529638 2.701869 0.28 0.08 0.87 -0.4049
C -4.565403 -2.313847 3.193493 0.97 0.72 0.25 0.3442
O -3.897545 -2.612971 1.975771 -0.10 -0.43 -0.10 -0.2838
C -4.182999 -1.609106 1.108696 1.75 0.16 -0.18 0.6345
O -3.501383 -1.324423 0.170198 -0.75 -0.35 0.25 -0.4889
O -5.192005 -0.873635 1.560567 -1.21 0.00 -0.02 -0.3008
F -4.816280 -3.411712 3.913947 -0.42 -0.38 -0.39 -0.2716
H -6.014666 -0.746246 3.409501 -0.43 -0.17 -0.03 0.2693
H -6.567644 -2.232770 2.500458 -0.18 0.37 -0.40 0.2966
H -3.876593 -1.704222 3.787964 -0.04 0.03 0.05 0.1659
C -2.048099 -1.058076 -3.373312 0.01 -0.47 0.74 -0.8082
C -1.729680 -1.491629 -2.077126 0.70 0.02 -0.55 -0.8679
C -0.548018 -1.066723 -1.497678 -0.03 0.15 0.35 0.0694
C 0.293235 -0.168531 -2.153192 -0.09 0.34 0.38 0.1085
C -0.030461 0.244488 -3.445995 -0.30 -0.04 -0.50 0.3944
C -1.170476 -0.245725 -4.073847 -0.59 -0.14 0.33 -0.7516
C 0.752673 1.270197 -4.189902 0.07 0.27 0.15 0.4620
O 0.353355 1.779222 -5.208754 -0.17 -0.08 -0.23 -0.6277
C 2.057546 1.638235 -3.610702 1.13 -0.87 0.76 0.5237
C 3.048355 2.205954 -4.396079 -0.11 0.38 0.15 -0.5907
C 4.354852 2.361587 -3.926105 -0.18 0.24 -0.39 -0.4589
C 4.691659 1.989864 -2.634922 -1.04 0.17 0.53 -0.7946
C 3.666121 1.522643 -1.809228 0.50 -1.19 -0.12 -0.3626
C 2.409051 1.210953 -2.307501 -0.05 1.05 -0.92 0.5051
C 1.436769 0.496633 -1.457205 0.22 -0.03 -0.17 0.0450
O 1.615203 0.488956 -0.252539 -0.64 -0.30 0.35 -0.2119
H -2.999634 -1.365491 -3.785711 0.10 -0.01 -0.28 0.4207
H -2.318854 -2.179365 -1.490476 -0.31 0.13 -0.37 0.4536
H -0.331647 -1.411175 -0.494510 0.23 0.17 0.05 0.5054
H -1.426892 0.048547 -5.081094 0.20 0.22 -0.01 0.4862
H 2.771051 2.555674 -5.381681 0.09 -0.12 -0.08 0.4959
H 5.057451 2.808922 -4.616991 0.25 -0.12 0.17 0.4001
H 5.665248 2.064069 -2.173400 0.22 0.21 -0.44 0.4469
H 3.917386 1.149418 -0.824795 -0.05 0.24 0.14 0.4239
```
Positions in Å, forces in eV/Å.

3.
Formula: C4H8O2
Source: the Open Molecules 2025 dataset
Level of theory: the ωB97M-V functional and the def2-TZVPD basis

LUMO: 0.7 eV
F_max: 0.080 Eh/bohr
HOMO: -0.3603 hartree
SMILES: CCOCC=O
Energy relative to the best compared isomer or geometry (same formula, charge and spin): 50.4 kcal/mol
Gap between HOMO and LUMO: 10.54 eV

```
14
Properties=species:S:1:pos:R:3:forces:R:3:mulliken_charge:R:1
C -1.785421 0.700729 1.186640 2.82 -1.88 1.21 -1.2158
C -0.360612 0.183138 0.724911 -0.70 2.48 2.04 -0.2331
O -0.476935 -0.300958 -0.523236 0.49 -1.81 -2.19 -0.3389
C 0.731016 -0.959557 -0.891954 -0.36 0.11 -0.07 -0.2863
C 1.787301 0.028543 -1.401619 2.45 -2.80 -1.75 0.0309
O 2.890550 -0.369519 -1.829285 -2.87 1.30 1.50 -0.4949
H -2.107087 1.430191 0.522801 -0.52 1.79 -0.79 0.3393
H -1.584992 0.982948 2.227147 -0.68 0.60 -0.27 0.3542
H -2.531730 -0.081083 1.179258 0.08 -0.49 0.00 0.3120
H 0.399027 1.042394 0.653403 -0.92 -0.67 0.78 0.2760
H 0.045760 -0.546353 1.460372 -0.25 0.14 -0.36 0.3141
H 1.109447 -1.509550 0.000112 -0.01 -0.03 -0.82 0.2890
H 0.447644 -1.630210 -1.733231 0.55 0.24 0.59 0.2960
H 1.436033 1.029289 -1.575319 -0.08 1.02 0.13 0.3573
```
Positions in Å, forces in eV/Å.

4.
Formula: H20O10
Source: the Open Molecules 2025 dataset
Level of theory: the ωB97M-V functional and the def2-TZVPD basis

LUMO (spin up / spin down): -3.2 / -11.0 eV
F_max: 0.030 Eh/bohr
HOMO (spin up / spin down): -0.5108 / -0.5089 hartree
Energy relative to the best compared isomer or geometry (same formula, charge and spin): 28.8 kcal/mol
⟨S²⟩: 0.76
Gap between HOMO and LUMO (spin up / spin down): 10.74 / 2.80 eV
Total charge: +1
Multiplicity: 2

```
30
Properties=species:S:1:pos:R:3:forces:R:3:mulliken_charge:R:1
O -1.748952 -1.446224 -2.101624 0.51 0.21 0.39 -0.6313
H -1.972033 -1.681432 -3.002257 -0.16 -0.24 -0.27 0.2942
H -1.805628 -0.490896 -2.082018 -0.14 0.32 -0.19 0.3062
O 2.621523 -1.986924 -2.264187 0.27 -0.19 0.16 -0.5058
H 2.266251 -1.414836 -1.583945 -0.29 0.24 0.41 0.3357
H 2.571226 -1.466413 -3.065906 0.00 0.15 -0.49 0.3480
O 1.093665 1.994927 -1.981215 0.85 0.43 -0.31 -0.6513
H 0.450694 1.917408 -2.686065 0.00 0.12 -0.40 0.3047
H 0.657008 1.621011 -1.215869 -0.52 -0.47 0.66 0.3875
O -1.769114 2.528947 1.623288 0.26 0.19 -0.03 -0.5908
H -1.814323 3.253777 0.999743 0.00 0.38 -0.03 0.3180
H -2.032643 1.760324 1.117309 -0.12 -0.27 0.18 0.3111
O 3.684708 1.156318 -0.884075 0.31 -0.72 0.71 -0.3718
H 4.281000 1.628393 -1.465309 0.60 0.24 -0.53 0.3746
H 2.823841 1.533270 -1.065880 -1.16 0.50 -0.44 0.3968
O -2.270166 -0.159566 1.608761 0.63 -0.08 -0.18 -0.6185
H -2.906968 -0.487218 0.973663 -0.53 -0.39 -0.15 0.2689
H -2.341989 -0.758869 2.351661 -0.58 -0.12 0.31 0.2695
O -3.711557 -2.395333 -0.377573 -0.32 0.29 0.59 -0.6249
H -2.855155 -2.040255 -0.615762 0.26 -0.13 -0.59 0.3357
H -3.601273 -3.344618 -0.431767 -0.08 -0.28 0.05 0.3142
O 0.256884 0.295066 -0.157926 0.30 -0.05 -0.19 -0.4430
H -0.492985 -0.296976 -0.216420 -0.23 -0.29 0.02 0.2315
H 0.480018 0.308494 0.772804 -0.07 0.08 0.42 0.3003
O 2.539321 1.217954 2.441822 0.45 0.96 -0.28 -0.3801
H 1.824478 0.601245 2.599598 -1.21 -0.77 0.57 0.3812
H 3.237693 0.684030 2.063087 0.69 -0.25 -0.25 0.3782
O 0.424841 -0.542003 2.857763 0.38 0.10 -0.11 -0.6197
H 0.578038 -1.392171 3.270069 0.24 -0.28 0.22 0.3492
H -0.468401 -0.597432 2.518230 -0.36 0.34 -0.24 0.2315
```
Positions in Å, forces in eV/Å.

5.
Formula: C23H50Br4N6O5
Source: the Open Molecules 2025 dataset
Level of theory: the ωB97M-V functional and the def2-TZVPD basis

LUMO: 0.0 eV
F_max: 0.077 Eh/bohr
HOMO: -0.3393 hartree
SMILES: CN(C)C=O.CN(C)C=O.CN(C)C=O.CN(C)C=O.CN(C)C=O.BrCCBr.BrCCBr.CCCC#N
Energy relative to the best compared isomer or geometry (same formula, charge and spin): 0.0 kcal/mol
Gap between HOMO and LUMO: 9.19 eV

```
88
Properties=species:S:1:pos:R:3:forces:R:3:mulliken_charge:R:1
C -5.007450 -4.740000 22.870490 -0.86 -0.11 -0.08 -0.9448
N -4.498120 -5.156030 21.572130 0.43 0.30 0.18 0.3922
C -3.130010 -5.791380 21.564460 -1.69 0.24 0.33 -0.9364
C -5.414420 -5.373400 20.573460 2.01 -1.27 -1.09 -0.0188
O -5.105400 -5.960020 19.526800 -0.86 1.07 1.26 -0.6439
H -5.958190 -4.223880 22.736950 -0.18 -0.12 -0.24 0.1964
H -4.440670 -4.013240 23.452470 0.72 -0.27 -0.33 0.3138
H -5.229340 -5.620690 23.473200 0.19 0.01 0.36 0.3607
H -2.460780 -5.158560 22.147350 0.11 0.20 -0.46 0.3297
H -3.204820 -6.720670 22.129210 0.03 -0.27 -0.13 0.3823
H -2.818860 -6.006740 20.542250 0.00 0.26 0.23 0.2065
H -6.427740 -5.009770 20.804050 0.13 0.07 -0.10 0.3859
C -0.731050 0.516430 19.047680 -0.05 0.29 0.39 -0.5969
N 0.573730 0.003080 18.638680 -2.08 -1.56 2.53 0.3461
C 1.243430 -0.897580 19.593860 -0.38 -0.01 -0.65 -0.9755
C 1.242000 0.473050 17.634810 1.95 0.63 -1.31 0.0517
O 0.888060 1.304620 16.835290 -0.34 0.46 -0.63 -0.6098
H -1.445010 -0.277940 19.265260 0.26 -0.33 0.16 -0.3238
H -1.246290 1.165430 18.339570 0.71 -0.03 -0.37 0.3102
H -0.589660 1.105040 19.954120 -0.21 0.04 0.15 0.4499
H 2.033850 -1.474510 19.113770 0.11 0.36 -0.23 0.4096
H 1.667580 -0.329520 20.421810 -0.20 -0.18 0.25 0.3648
H 0.535700 -1.670780 19.892830 0.03 0.45 0.51 0.2282
H 2.246520 0.024450 17.678420 0.32 0.10 -0.71 0.3291
C -4.799660 -4.013520 15.692460 -0.11 -0.21 -1.67 -0.7444
N -4.196540 -5.248260 15.149390 -0.36 -0.01 3.49 0.1328
C -3.825220 -5.328340 13.787460 0.62 -0.10 -0.25 -0.9149
C -3.960270 -6.210840 16.113730 1.50 -0.36 -1.00 0.2346
O -3.362580 -7.276640 15.956240 -1.06 1.36 0.04 -0.6359
H -5.766500 -3.954020 15.192680 -0.14 0.70 0.07 0.4263
H -4.154550 -3.176880 15.424180 -0.24 0.27 -0.15 0.3420
H -4.974480 -3.940450 16.765860 0.25 -0.75 -0.09 -0.1603
H -4.665230 -5.031250 13.159590 0.00 -0.50 -0.28 0.2936
H -2.992420 -4.670470 13.539010 0.10 0.40 0.12 0.2861
H -3.412740 -6.328700 13.656180 -0.54 -0.14 -0.46 0.3643
H -4.269310 -5.791290 17.083610 -0.14 -0.70 0.20 0.3363
C -8.155220 -1.094330 23.915350 -0.06 0.83 -0.94 -0.7229
N -9.440560 -0.397540 23.899800 0.08 -1.32 -0.33 0.1136
C -9.684530 0.344420 25.081360 0.37 0.12 1.02 -0.8849
C -10.219560 -0.365480 22.808670 -1.13 0.39 0.17 0.1910
O -11.362410 0.085100 22.784750 1.20 -0.28 -0.30 -0.6208
H -8.079730 -1.807970 23.094910 -0.17 0.05 -0.05 0.2729
H -7.439630 -0.292620 23.732900 0.71 -0.31 0.25 0.1180
H -7.918130 -1.625680 24.837060 -0.41 0.20 0.14 0.2798
H -10.558170 0.995670 25.108470 0.11 -0.24 -0.56 0.3105
H -9.741610 -0.360130 25.911100 -0.12 0.15 0.31 0.3133
H -8.758780 0.909530 25.189650 -0.11 0.56 0.60 0.2886
H -9.666800 -0.768740 21.946090 -0.41 -0.20 -0.30 0.2931
C -4.896300 5.234290 18.364230 -0.46 0.46 0.23 -0.9032
N -4.010980 4.167780 18.759890 1.06 0.92 0.40 0.1057
C -4.528950 2.834140 18.402710 0.38 1.23 0.76 -0.4563
C -3.075190 4.422230 19.735290 1.04 -3.82 0.23 0.0669
O -2.415690 3.479930 20.257420 -1.50 2.48 -0.95 -0.5286
H -4.474620 6.231980 18.486340 0.43 -0.19 -0.12 0.3230
H -5.771010 5.243100 19.014540 -0.44 -0.13 -0.08 0.3326
H -5.226290 5.116940 17.332030 0.09 -0.01 0.02 0.2728
H -5.468020 2.826550 18.956060 -0.37 -0.83 -0.25 0.3406
H -4.696120 2.841800 17.325640 -0.06 -0.29 0.10 0.3243
H -3.863480 2.031400 18.720290 0.00 0.29 -0.03 -0.1519
H -2.911190 5.474660 20.014040 -0.20 -0.14 -0.23 0.3090
Br -5.503280 -2.023400 18.970890 -0.11 0.41 0.37 -0.1644
C -4.769810 -0.484320 19.953980 0.03 -0.30 0.66 0.2758
C -4.635960 -0.803840 21.455230 -0.35 -0.37 -0.48 0.1654
Br -3.416580 0.488670 22.195180 0.38 0.01 0.15 -0.1439
H -5.409800 0.377680 19.765650 0.01 -0.20 0.05 0.2449
H -3.773570 -0.299980 19.551950 -0.18 -0.11 -0.11 -0.3604
H -4.253690 -1.811870 21.616020 0.33 0.16 -0.13 0.1448
H -5.543270 -0.737500 22.055630 -0.17 0.21 -0.46 -0.1038
Br -7.399140 2.003870 22.071770 0.66 0.22 0.29 -0.1853
C -5.777080 2.891420 22.793360 0.47 0.65 -0.73 -0.0105
C -6.159170 4.267390 23.292490 0.06 -0.02 0.50 -0.7202
Br -4.521010 5.280670 23.801050 -0.64 -0.51 -0.21 -0.1783
H -5.091970 3.054480 21.961420 -0.20 -0.35 -0.24 -0.1321
H -5.230550 2.238280 23.473670 -0.62 0.12 0.24 0.4161
H -6.796800 4.222050 24.175360 0.13 0.16 -0.08 0.4192
H -6.643060 4.848880 22.507750 0.10 -0.08 0.15 0.3822
C -1.599700 -3.359360 19.186890 0.17 -0.45 0.08 -0.8384
C -2.156310 -2.888820 17.853120 0.93 0.08 -0.03 1.3098
C -1.436120 -3.542920 16.623060 -1.50 0.12 0.71 -0.1712
C -0.027400 -3.262180 16.460190 -2.13 -0.18 0.35 -0.0089
N 1.085660 -3.108080 16.346240 2.45 0.47 -0.18 -0.4694
H -0.600410 -2.964650 19.370560 -0.11 -0.03 -0.15 0.0871
H -1.495680 -4.443850 19.221130 -0.15 -0.11 0.01 0.3948
H -2.229030 -3.060040 20.025000 -0.11 0.06 0.00 0.1022
H -2.013080 -1.808270 17.854490 -0.10 0.14 -0.48 0.1194
H -3.230950 -3.060390 17.791280 0.25 -0.22 -0.12 -0.9229
H -2.009760 -3.253080 15.742690 0.36 0.03 -0.23 0.1278
H -1.541410 -4.624220 16.711440 0.00 -0.14 -0.03 0.2657
```
Positions in Å, forces in eV/Å.

- Among the records above, which one has the lowest F_max?
  H20O10

- What is the formula in the first record?
  C4H12

- Which formula does entry 5 have?
  C23H50Br4N6O5

- Which formula does entry 1 have?
  C4H12